Entry 1:
C6H4N2 | the ωB97M-V functional and the def2-TZVPD basis

```
12
C6H4N2, DFT the ωB97M-V functional and the def2-TZVPD basis
C 0.555 1.114 0.778
C -0.137 0.440 1.792
C -0.657 -0.640 1.126
C -0.197 -0.638 -0.256
C -0.306 -1.515 -1.476
C -0.949 -1.910 -2.505
H 1.828 2.527 -0.128
H -0.731 0.838 2.813
H -1.258 -1.314 1.788
H -2.147 -1.767 -3.738
N 1.137 2.306 0.790
N 0.641 0.352 -0.432
```

For the total energy, the calculation gives -340.23063 Ha. The value obtained for the highest occupied orbital energy is -9.697 eV. Its energy above the lowest of the compared OMol25 structures with the same formula, charge and spin is 759.0 kJ/mol. As for the molar mass: 104.11 g mol⁻¹.

***

Entry 2:
C16H9Cl2N2O5Re | the ωB97M-V functional and the def2-TZVPD basis

```
35
C16H9Cl2N2O5Re, DFT the ωB97M-V functional and the def2-TZVPD basis
Re 0.325 0.116 -0.317
O 0.476 -4.033 -0.534
C 0.630 -2.781 -0.697
O -0.020 -1.891 -0.097
C 1.650 -2.317 -1.646
C 2.480 -3.082 -2.435
C 3.385 -2.416 -3.257
C 3.415 -1.026 -3.247
C 2.544 -0.352 -2.416
N 1.673 -0.985 -1.627
C 2.375 1.110 -2.225
O 3.010 2.035 -2.837
O 1.520 1.437 -1.386
H -0.197 -4.295 0.125
H 2.419 -4.163 -2.406
H 4.058 -2.973 -3.897
H 4.117 -0.495 -3.880
H 3.676 1.757 -3.491
Cl 0.075 4.746 1.289
C -0.957 3.531 1.788
C -1.963 3.761 2.710
C -2.814 2.734 3.100
Cl -4.014 3.059 4.215
C -2.693 1.393 2.558
C -3.509 0.310 2.859
C -3.264 -0.900 2.218
C -2.224 -1.016 1.318
N -1.397 0.017 1.020
C -1.672 1.191 1.640
C -0.819 2.219 1.254
O 0.064 1.864 0.382
H -2.087 4.752 3.127
H -4.322 0.406 3.569
H -3.888 -1.763 2.409
H -2.053 -1.949 0.813
```

The expectation value of S² is 0.77. For the total energy, the calculation gives -2098.45548 Ha. The value obtained for the highest occupied orbital energy (spin up / spin down) is -17.721 / -17.635 eV. The net charge is +3. As for the molar mass: 566.37 g mol⁻¹. As for the spin multiplicity: 2.

***

Entry 3:
C32H42BaN7O4S | the ωB97M-V functional and the def2-TZVPD basis

```
87
C32H42BaN7O4S, DFT the ωB97M-V functional and the def2-TZVPD basis
Ba 0.466 0.762 1.115
O 4.796 1.285 1.837
C 3.636 0.948 1.731
N 2.715 1.305 0.780
C 3.133 2.053 -0.289
O 4.239 2.486 -0.535
C 2.044 2.318 -1.318
C 2.449 2.651 -2.608
C 1.487 2.905 -3.569
C 0.147 2.873 -3.200
C -0.158 2.562 -1.890
N 0.757 2.260 -0.967
C 3.105 -0.009 2.781
C 4.025 -0.846 3.404
C 3.596 -1.671 4.427
C 2.265 -1.600 4.824
C 1.423 -0.740 4.147
N 1.816 0.029 3.127
H 3.506 2.711 -2.822
H 1.773 3.136 -4.587
H -0.639 3.080 -3.913
H -1.193 2.541 -1.562
H 5.056 -0.811 3.083
H 4.280 -2.349 4.919
H 1.883 -2.200 5.638
H 0.379 -0.663 4.429
C -1.474 -2.949 1.042
O -0.365 -2.353 1.693
C 0.802 -3.160 1.689
C 1.573 -3.123 0.384
O 2.143 -1.838 0.240
C 3.222 -1.796 -0.679
H -1.634 -3.970 1.400
H -1.349 -2.970 -0.045
H -2.349 -2.347 1.284
H 0.549 -4.197 1.935
H 1.448 -2.761 2.471
H 0.918 -3.348 -0.468
H 2.355 -3.889 0.425
H 4.026 -2.466 -0.361
H 3.595 -0.773 -0.690
H 2.905 -2.083 -1.688
C -2.375 0.233 3.758
N -2.148 1.274 2.755
C -3.197 1.207 1.738
C -2.148 2.579 3.424
C -1.664 3.729 2.552
N -0.272 3.597 2.120
C 0.654 3.787 3.239
C 0.012 4.616 1.107
H -3.333 0.359 4.280
H -1.583 0.266 4.507
H -2.360 -0.750 3.284
H -4.175 1.502 2.140
H -3.269 0.185 1.363
H -2.955 1.859 0.897
H -1.507 2.502 4.303
H -3.159 2.825 3.783
H -1.808 4.661 3.120
H -2.287 3.801 1.659
H 0.526 4.773 3.708
H 1.680 3.709 2.877
H 0.511 3.020 4.000
H -0.111 5.631 1.509
H -0.661 4.499 0.257
H 1.036 4.509 0.751
S -2.100 -0.794 -5.906
C -1.591 -0.599 -4.197
C -0.251 -0.673 -3.844
C 0.085 -0.570 -2.504
N -0.811 -0.403 -1.533
C -2.095 -0.323 -1.884
C -2.533 -0.401 -3.195
C -2.332 -2.579 -5.786
C -1.285 -3.424 -6.117
C -1.469 -4.789 -5.930
N -2.593 -5.315 -5.457
C -3.598 -4.493 -5.177
C -3.525 -3.114 -5.330
H 0.510 -0.807 -4.600
H 1.124 -0.625 -2.192
H -2.810 -0.191 -1.078
H -3.583 -0.311 -3.437
H -0.354 -3.028 -6.498
H -0.674 -5.486 -6.167
H -4.508 -4.956 -4.812
H -4.373 -2.484 -5.103
```

For the total energy, the calculation gives -2352.38754 Ha. The value obtained for the highest occupied orbital energy is -11.200 eV. The net charge is +1. As for the molar mass: 758.13 g mol⁻¹.

***

Entry 4:
C49H42GeN7O2S2Sc | the ωB97M-V functional and the def2-TZVPD basis

```
104
C49H42GeN7O2S2Sc, DFT the ωB97M-V functional and the def2-TZVPD basis
Sc -0.004 0.351 0.102
C -0.991 3.937 6.561
C -0.773 3.510 5.133
C -0.518 4.422 4.129
C -0.337 3.971 2.828
C -0.368 2.622 2.456
N -0.294 2.238 1.130
C 0.197 3.124 0.193
C 1.415 3.822 0.311
C 1.866 4.672 -0.675
C 1.132 4.886 -1.845
C 1.643 5.773 -2.947
C -0.061 4.201 -1.989
C -0.509 3.328 -1.008
N -1.752 2.665 -1.202
C -2.892 3.185 -1.701
C -3.835 2.184 -1.705
C -3.160 1.066 -1.196
N -1.909 1.368 -0.884
C -0.634 1.671 3.494
C -0.835 2.164 4.791
N -0.751 0.302 3.284
C -0.512 -0.618 4.293
C -0.004 -1.755 3.819
C 0.214 -1.560 2.349
N -0.574 -0.370 2.027
H -0.922 5.023 6.656
H -0.247 3.497 7.232
H -1.976 3.634 6.928
H -0.476 5.485 4.342
H -0.178 4.704 2.049
H 1.997 3.663 1.210
H 2.820 5.172 -0.547
H 2.381 6.483 -2.571
H 0.832 6.341 -3.407
H 2.120 5.187 -3.737
H -0.650 4.319 -2.890
H -2.935 4.211 -2.022
H -4.850 2.245 -2.054
H -3.518 0.062 -1.039
H -1.067 1.466 5.584
H -0.721 -0.375 5.321
H 0.235 -2.637 4.391
H -0.122 -2.417 1.748
O 3.262 -4.533 -0.357
C 2.695 -4.706 -1.561
C 2.971 -5.888 -2.247
C 2.419 -6.130 -3.494
C 1.585 -5.188 -4.078
C 1.318 -4.007 -3.402
C 1.857 -3.735 -2.145
C 1.547 -2.435 -1.481
O 0.945 -1.597 -2.305
N 1.831 -2.302 -0.226
N 1.591 -1.106 0.434
C 1.679 -1.338 1.857
S 2.782 -2.720 2.378
C 3.263 -2.033 3.993
C 2.987 -0.521 4.117
S 2.492 0.164 2.521
H 2.914 -3.659 -0.020
H 3.628 -6.605 -1.769
H 2.644 -7.058 -4.010
H 1.145 -5.362 -5.052
H 0.675 -3.262 -3.850
H 4.328 -2.239 4.110
H 2.731 -2.556 4.789
H 3.889 0.012 4.423
H 2.217 -0.348 4.865
C 0.496 -0.137 -1.989
Ge -0.176 0.041 -3.770
C -1.153 1.627 -4.473
C -0.475 2.782 -4.865
C -1.132 3.852 -5.455
C -2.503 3.788 -5.675
C -3.196 2.645 -5.306
C -2.525 1.582 -4.716
C 1.190 -0.198 -5.229
C 1.026 0.274 -6.531
C 1.993 0.080 -7.510
C 3.161 -0.602 -7.206
C 3.349 -1.079 -5.916
C 2.380 -0.873 -4.945
C -1.459 -1.438 -4.217
C -1.763 -1.833 -5.518
C -2.669 -2.854 -5.773
C -3.290 -3.509 -4.719
C -2.992 -3.139 -3.414
C -2.086 -2.115 -3.174
H 0.598 2.843 -4.710
H -0.575 4.736 -5.745
H -3.022 4.620 -6.139
H -4.265 2.580 -5.477
H -3.082 0.693 -4.445
H 0.119 0.802 -6.802
H 1.829 0.463 -8.512
H 3.920 -0.759 -7.966
H 4.257 -1.615 -5.659
H 2.550 -1.237 -3.939
H -1.271 -1.342 -6.352
H -2.885 -3.147 -6.795
H -3.990 -4.314 -4.912
H -3.453 -3.661 -2.583
H -1.822 -1.837 -2.156
```

For the total energy, the calculation gives -6060.18120 Ha. The value obtained for the highest occupied orbital energy is -0.048 eV. The net charge is -2. Its energy above the lowest of the compared OMol25 structures with the same formula, charge and spin is 145.8 kJ/mol. As for the molar mass: 942.62 g mol⁻¹.

***

Entry 5:
C27H44LaN3OP3 | the ωB97M-V functional and the def2-TZVPD basis

```
79
C27H44LaN3OP3, DFT the ωB97M-V functional and the def2-TZVPD basis
La -0.557 0.807 0.224
P -2.141 -1.672 0.292
P 1.463 -0.966 1.891
P 1.255 -1.340 -1.531
H -0.775 6.378 -7.098
C -0.850 5.477 -7.717
C -2.033 4.926 -8.014
H -2.973 5.355 -7.653
C -3.868 -1.324 0.787
C -1.758 -3.129 1.327
C -2.472 -2.407 -1.354
C 3.035 -0.010 1.990
C 1.110 -0.814 3.692
C 2.035 -2.712 1.980
C 0.757 -1.272 -3.298
C 1.495 -3.165 -1.411
C 3.012 -0.837 -1.719
H 0.085 5.075 -8.120
H -2.109 4.051 -8.667
H -4.206 -0.395 0.311
H -4.005 -1.231 1.872
H -4.482 -2.143 0.398
H -1.481 -2.805 2.340
H -0.936 -3.717 0.898
H -2.672 -3.735 1.375
H -2.797 -1.629 -2.059
H -3.297 -3.112 -1.193
H -1.605 -2.931 -1.777
H 3.562 -0.322 2.898
H 2.778 1.054 2.069
H 3.672 -0.151 1.114
H 1.969 -1.198 4.253
H 0.211 -1.382 3.956
H 0.983 0.251 3.903
H 3.118 -2.721 2.163
H 1.816 -3.263 1.060
H 1.537 -3.218 2.818
H 1.274 -2.090 -3.811
H 1.054 -0.320 -3.749
H -0.326 -1.408 -3.403
H 1.680 -3.540 -2.424
H 0.596 -3.655 -1.010
H 2.367 -3.405 -0.792
H 3.383 -1.278 -2.651
H 3.622 -1.190 -0.881
H 3.076 0.254 -1.780
C -0.910 1.883 -2.929
C 0.281 2.668 -2.893
C 0.683 3.375 -4.017
C -0.053 3.289 -5.199
C -1.157 2.426 -5.286
C -1.579 1.710 -4.163
O -1.373 1.322 -1.813
H 1.363 1.343 -0.153
H 0.835 2.702 -1.952
H 1.574 3.998 -3.951
H 0.227 3.904 -6.049
H -1.700 2.318 -6.229
H -2.423 1.007 -4.183
N 0.304 0.969 11.472
C -0.034 1.070 10.358
C -0.431 1.220 8.968
C -1.626 1.876 8.635
C -1.961 2.095 7.281
C -1.045 1.740 6.278
C 0.142 1.117 6.633
C 0.423 0.777 7.954
N -1.362 1.822 4.872
C -2.156 0.877 4.233
C -1.915 0.967 2.901
N -0.891 1.882 2.654
C -0.615 2.412 3.863
H -2.286 2.215 9.447
H -2.912 2.564 7.040
H 0.819 0.856 5.828
H 1.316 0.198 8.195
H -2.875 0.256 4.744
H -2.392 0.410 2.079
H -0.055 3.315 4.055
```

For the total energy, the calculation gives -2349.32543 Ha. The value obtained for the highest occupied orbital energy (spin up / spin down) is -15.758 / -15.716 eV. The net charge is +3. Its energy above the lowest of the compared OMol25 structures with the same formula, charge and spin is 46.6 kJ/mol. As for the molar mass: 658.50 g mol⁻¹.

***

We obtain max |F| values of 7.11, 1.03, 4.53, 0.75, 2.94 eV/A for the records listed above, in that order.